Record 1
Here is the molecule C20H30N4O3 from OMol25. Energies are from ωB97M-V/def2-TZVPD.

Each line ends with the natural charge from an NBO analysis.
Positions of all 57 atoms, in Å:
C 7.35472 -1.86549 -0.16623  -0.6211
C 7.90268 -0.62381 0.52697  -0.3858
C 7.20355 0.67519 0.12108  -0.3948
C 5.71794 0.71870 0.49777  -0.4138
C 4.81033 0.34345 -0.67414  -0.2241
N 3.41884 0.24709 -0.24613  -0.4631
C 3.02160 -0.96756 0.27797  0.7974
O 3.76005 -1.92164 0.36408  -0.6233
N 1.71502 -1.03826 0.69325  -0.6100
C 0.82118 0.00232 0.64826  0.2805
C -0.48506 -0.13405 1.10824  -0.2367
C -1.36164 0.93690 1.04765  -0.0805
C -2.74423 0.71386 1.57749  0.6704
O -2.96668 -0.09228 2.46029  -0.6245
N -3.70047 1.49632 1.02605  -0.5971
C -5.10089 1.24436 1.26332  -0.2374
C -5.76187 0.64013 0.01487  -0.2243
N -4.95447 -0.43279 -0.52981  -0.4692
C -5.06973 -0.57862 -1.97015  -0.2094
C -4.18291 0.43420 -2.69375  -0.6100
C -5.00951 -1.67726 0.21401  -0.2144
C -6.34086 -2.43519 0.16077  -0.6356
C -0.92914 2.16554 0.53992  -0.2436
C 0.36427 2.30526 0.08833  -0.1192
C 1.24934 1.22821 0.12911  -0.2213
C 2.62785 1.38329 -0.34914  0.6802
O 3.06881 2.41409 -0.81031  -0.5906
H 7.94972 -2.73502 0.10527  0.2092
H 7.39913 -1.74911 -1.24746  0.1953
H 6.32646 -2.05937 0.12644  0.2233
H 8.96608 -0.52599 0.29280  0.1974
H 7.81635 -0.74985 1.60873  0.1930
H 7.71879 1.50121 0.61557  0.2088
H 7.30962 0.82440 -0.95536  0.1939
H 5.44395 1.72348 0.82614  0.2136
H 5.53114 0.03166 1.32535  0.2061
H 4.85657 1.11282 -1.44686  0.2324
H 5.09430 -0.62309 -1.08899  0.2283
H 1.42350 -1.92537 1.08184  0.4232
H -0.83040 -1.06849 1.52429  0.2360
H -3.48116 1.98869 0.17430  0.3940
H -5.60554 2.17878 1.52904  0.1991
H -5.15650 0.56030 2.11146  0.2328
H -5.83876 1.42061 -0.74574  0.1923
H -6.78603 0.32761 0.27216  0.1814
H -4.73007 -1.58172 -2.23506  0.1975
H -6.10990 -0.47352 -2.31885  0.1671
H -4.52470 1.45310 -2.52759  0.1932
H -3.16008 0.34861 -2.33484  0.2104
H -4.19744 0.24283 -3.76363  0.2112
H -4.21762 -2.31914 -0.18345  0.1913
H -4.75616 -1.45734 1.25266  0.2128
H -7.14342 -1.85269 0.60681  0.1996
H -6.25018 -3.36542 0.71483  0.2162
H -6.61182 -2.66965 -0.86652  0.2015
H -1.59261 3.01657 0.52950  0.2188
H 0.72810 3.24312 -0.30262  0.2413

Properties
total charge = 0
structure (SMILES) = CCCCCn1c(=O)[nH]c2cc(C(=O)NCCN(CC)CC)ccc2c1=O
E = -1224.93963 a.u.
HOMO-LUMO gap = 8.50 eV
LUMO energy = 0.0 eV
energy relative to the best compared isomer or geometry (same formula, charge and spin) = 3.75 kcal/mol

=====

Record 2
Here is a cluster of 2 separate species, CH2N2O7 in total in a non-equilibrium geometry from OMol25. Energies are from ωB97M-V/def2-TZVPD.

Each line ends with the natural charge from an NBO analysis.
Positions of all 12 atoms, in Å:
O -3.24875 -2.24057 -0.79534  -0.2604
N -2.16532 -2.36710 -0.42044  0.7746
O -1.10241 -2.44494 -0.85659  -0.2776
O -2.20444 -2.39674 1.04399  -0.3432
N -1.16552 -2.23440 1.92202  0.7557
O -1.48625 -2.41618 3.01242  -0.3014
O -0.16263 -1.87599 1.43240  -0.3491
O -1.07042 -0.14117 0.13664  -0.6089
C -0.00576 0.43291 0.12188  0.6731
O 0.85259 0.50600 -0.96361  -0.6993
H 0.49305 0.84163 1.00700  0.1341
H 0.50524 -0.02935 -1.76800  0.5024

Properties
total charge = 0
structure (SMILES) = O=[N+]([O-])O[N+](=O)[O-].O=CO
E = -675.19140 a.u.
HOMO-LUMO gap = 11.24 eV
LUMO energy = -0.1 eV

=====

Record 3
Here is the molecule C6H8N2O3S in a non-equilibrium geometry from OMol25. Energies are from ωB97M-V/def2-TZVPD.

Each line ends with the natural charge from an NBO analysis.
Positions of all 20 atoms, in Å:
C -0.73700 0.03958 -1.12374  0.1867
C -1.32342 1.33826 -0.89711  -0.4056
C -1.29866 1.95774 0.28474  0.7906
C 0.37424 -0.73291 0.86920  -0.1265
C -2.13812 2.01344 -1.99780  -0.5871
C 2.85420 -1.65860 1.56549  -0.8149
N 0.05349 -0.73404 -0.51572  -0.4700
N -0.14063 0.34816 1.48967  -0.0082
O -0.11486 0.50316 2.69444  -0.4608
O -1.57818 2.67158 1.12383  -0.4111
O 1.04512 -3.09724 0.21203  -0.9994
S 1.16595 -2.29902 1.45513  1.2770
H -0.93463 -0.35322 -2.20761  0.1999
H -3.15968 1.77348 -1.84963  0.2151
H -2.01772 3.06444 -1.93964  0.2258
H -1.86680 1.60550 -2.99681  0.2200
H 3.24236 -1.51482 0.48173  0.2445
H 3.30725 -2.52251 2.14525  0.2294
H 2.89905 -0.80722 2.14689  0.2412
H 0.36803 -1.59576 -0.94034  0.4535

Properties
total charge = 0
E = -966.66905 a.u.
HOMO-LUMO gap (spin up / spin down) = 7.99 / 7.99 eV
LUMO energy (spin up / spin down) = 0.2 / 0.2 eV
energy relative to the best compared isomer or geometry (same formula, charge and spin) = 123.03 kcal/mol